This record from the OMol25 dataset describes a cluster of 9 separate species, C36H96N9O9S in total at a distorted geometry. The level of theory is the ωB97M-V functional and the def2-TZVPD basis.

Structure (XYZ):
```
151
C36H96N9O9S (the ωB97M-V functional and the def2-TZVPD basis)
C 2.19429 2.32908 0.09130
C 1.79381 1.21469 1.02373
O 1.18322 0.25276 0.61603
N 2.20380 1.34416 2.34611
C 2.80968 0.10572 2.81998
C 1.12230 1.86861 3.18974
S 1.42444 3.70843 3.49924
H 2.97515 2.90799 0.55866
H 1.36512 3.00395 -0.08082
H 2.58437 1.91787 -0.82942
H 3.11344 0.25494 3.84062
H 2.16992 -0.76098 2.70450
H 3.69958 -0.09140 2.21527
H 0.17419 1.86429 2.65075
H 2.60931 3.94385 2.91151
C 1.52064 -4.90395 -1.33777
C 1.25448 -3.41594 -1.55328
C 2.10299 -2.79941 -2.67529
O 3.45443 -2.55687 -2.32745
C 4.30965 -3.67473 -2.41034
N 1.42248 -2.70868 -0.28319
H 2.45661 -5.08337 -0.80932
H 0.72556 -5.34430 -0.73542
H 1.55716 -5.44411 -2.28762
H 0.20624 -3.31329 -1.85456
H 1.68601 -1.81902 -2.91619
H 2.04899 -3.40495 -3.59269
H 4.03073 -4.33696 -3.23702
H 4.31438 -4.23926 -1.47438
H 5.32223 -3.30907 -2.58515
H 1.14738 -1.73375 -0.39757
H 2.42204 -2.65307 -0.10144
C 1.96826 9.64411 2.70114
C 2.11669 8.12884 2.57978
C 2.66754 7.66925 1.22099
O 1.73632 7.71066 0.15445
C 1.57061 8.97205 -0.45373
N 0.84439 7.49065 2.91371
H 1.09284 10.01164 2.16562
H 1.84516 9.92425 3.74763
H 2.84998 10.16277 2.31437
H 2.84726 7.81266 3.33147
H 2.95711 6.61974 1.31538
H 3.57343 8.23255 0.94959
H 2.50937 9.53557 -0.47641
H 0.80188 9.56374 0.05131
H 1.24208 8.80274 -1.48011
H 0.99237 6.48130 2.93535
H 0.21198 7.63227 2.13034
C 8.40410 6.51025 3.40436
C 7.75186 5.85397 2.19119
C 6.24319 6.11842 2.07565
O 5.44194 5.36503 2.95677
C 5.32707 5.88883 4.26859
N 8.06254 4.42188 2.20012
H 8.18385 5.97240 4.32553
H 9.48831 6.51891 3.28774
H 8.06891 7.54305 3.52221
H 8.21485 6.28910 1.29954
H 5.92710 5.81906 1.07193
H 6.01926 7.19058 2.17424
H 5.33609 6.98382 4.26916
H 6.12873 5.50969 4.90759
H 4.37763 5.54530 4.67946
H 7.72272 4.00202 1.33949
H 7.49524 3.98961 2.92540
C -5.37197 -3.13621 -0.24077
C -4.90926 -3.68127 -1.58915
C -3.38125 -3.75507 -1.74248
O -2.76311 -2.51106 -1.98391
C -2.50382 -1.73169 -0.82395
N -5.53086 -2.89323 -2.66066
H -5.25954 -2.05435 -0.17251
H -6.42886 -3.35864 -0.09073
H -4.81246 -3.58871 0.57998
H -5.28254 -4.70707 -1.67140
H -3.16002 -4.36676 -2.62286
H -2.91887 -4.25465 -0.88076
H -2.23019 -2.35125 0.03322
H -3.36839 -1.10956 -0.58186
H -1.66933 -1.06780 -1.04814
H -5.30977 -3.31905 -3.55670
H -5.05526 -1.99434 -2.68803
C 3.21398 -8.56654 -5.99461
C 3.62714 -7.35724 -5.16089
C 4.27815 -7.72149 -3.81752
O 3.36730 -8.14586 -2.82225
C 2.97783 -9.50299 -2.90355
N 2.46643 -6.48050 -4.98853
H 2.30418 -9.03117 -5.61605
H 3.01525 -8.26191 -7.02200
H 4.00280 -9.32178 -6.01347
H 4.37905 -6.80886 -5.73668
H 4.74817 -6.81881 -3.41790
H 5.07613 -8.46485 -3.94946
H 3.79605 -10.13623 -3.25945
H 2.10608 -9.63111 -3.54993
H 2.69908 -9.82437 -1.90020
H 2.76437 -5.62580 -4.52653
H 1.85110 -6.92500 -4.31145
C -4.90379 3.95972 0.83065
C -4.20066 2.73252 0.25775
C -5.12992 1.51981 0.08715
O -5.43848 0.83001 1.28327
C -6.48185 1.39211 2.05340
N -3.02092 2.44859 1.07442
H -5.06649 3.87145 1.90422
H -4.29154 4.84689 0.67214
H -5.87107 4.12430 0.34809
H -3.85059 2.99712 -0.74550
H -4.61731 0.78579 -0.54185
H -6.05345 1.79767 -0.44156
H -7.25444 1.83677 1.41843
H -6.10321 2.14212 2.75170
H -6.93046 0.58713 2.63632
H -2.46530 1.71307 0.64562
H -3.32944 2.04932 1.95693
C 1.54589 -3.46964 5.54009
C 0.86840 -3.57522 4.17719
C 0.16098 -4.91755 3.93791
O 1.02027 -6.00625 3.64016
C 1.60884 -6.63117 4.76089
N 1.84615 -3.26219 3.13782
H 2.48277 -4.02689 5.57464
H 1.78226 -2.42802 5.75491
H 0.89542 -3.84056 6.33665
H 0.09411 -2.80337 4.14063
H -0.47953 -4.80795 3.05923
H -0.49265 -5.17608 4.78314
H 0.93102 -6.63760 5.62016
H 2.54834 -6.14833 5.04137
H 1.83064 -7.66313 4.48475
H 1.37367 -3.20976 2.23608
H 2.47539 -4.05629 3.04712
C -8.56951 0.75192 -5.61608
C -8.18073 1.98397 -4.80502
C -7.53855 1.65668 -3.44944
O -8.44475 1.23614 -2.44956
C -8.79178 -0.13830 -2.48326
N -9.35309 2.85395 -4.66778
H -9.47764 0.28421 -5.23691
H -8.75981 1.03096 -6.65248
H -7.77167 0.00672 -5.60827
H -7.42889 2.52934 -5.38321
H -7.08561 2.57319 -3.06024
H -6.72816 0.92390 -3.55995
H -7.95031 -0.76036 -2.80069
H -9.65040 -0.31627 -3.13598
H -9.07249 -0.42929 -1.47150
H -9.07219 3.72430 -4.22478
H -9.97801 2.42091 -3.99256
```

Values from the calculation:
* gap between HOMO and LUMO: 4.2 eV
* charge: -1
* highest occupied orbital energy: -0.078 Ha
* multiplicity: 1

This record from the OMol25 dataset describes a structure of composition C36H98AsF9N7O10S at a distorted geometry. The level of theory is the ωB97M-V functional and the def2-TZVPD basis.

Structure (XYZ):
```
162
C36H98AsF9N7O10S (the ωB97M-V functional and the def2-TZVPD basis)
C 3.67788 14.62116 10.43030
N 2.53256 13.74156 10.61624
C 1.45087 13.68282 9.54519
C 2.97952 12.35070 10.79796
C 1.91106 14.08656 11.95860
C 1.10161 15.36795 12.08372
O 1.92345 16.53303 12.09956
H 3.28760 15.65649 10.27381
H 4.16573 14.31677 9.50559
H 4.33726 14.45517 11.29171
H 1.24452 14.71498 9.20936
H 0.55581 13.19939 9.96476
H 1.82546 13.13556 8.66229
H 2.16435 11.70406 11.12948
H 3.75513 12.34067 11.59019
H 3.39205 12.10999 9.78198
H 2.70013 14.19434 12.71614
H 1.29410 13.18479 12.13357
H 0.53811 15.32833 13.06962
H 0.39505 15.56065 11.30525
H 1.90483 16.91964 12.93609
C 7.14357 18.35676 20.27549
N 6.09888 19.19120 20.91532
C 4.85430 18.58652 20.58536
C 6.34861 19.08416 22.40196
C 6.14353 20.54323 20.45198
C 4.88134 21.33922 20.55717
O 4.55476 21.41997 21.92531
H 6.93915 17.37360 20.64504
H 8.12408 18.70468 20.59801
H 7.11615 18.43352 19.18820
H 4.99916 17.49934 20.68344
H 4.49651 18.77249 19.56923
H 4.00196 18.91992 21.21956
H 6.57646 18.05477 22.54031
H 5.44970 19.29627 22.94622
H 7.25159 19.66412 22.57512
H 6.42777 20.54556 19.40238
H 6.93124 21.16194 20.97984
H 4.06010 20.82770 20.06951
H 5.02366 22.35215 20.09573
H 4.22551 22.30630 22.18133
C -0.47196 28.97674 13.24180
N -1.77928 29.40992 13.85465
C -2.86494 28.52080 13.26672
C -1.54425 29.12517 15.35219
C -1.98939 30.88551 13.80796
C -2.37273 31.50286 12.50770
O -1.53463 31.05385 11.45052
H -0.53698 27.89818 13.02124
H 0.32617 29.20781 13.90929
H -0.37971 29.46889 12.24507
H -2.40780 27.56821 13.09889
H -3.20288 28.91495 12.28825
H -3.70874 28.51433 13.99759
H -0.80883 29.78233 15.76690
H -1.25932 28.07511 15.52122
H -2.49713 29.26468 15.89194
H -1.03215 31.25429 14.20299
H -2.67932 31.11790 14.58608
H -2.20516 32.58882 12.65644
H -3.40156 31.41052 12.23337
H -1.28239 31.69345 10.80578
C -1.49032 18.93060 18.01391
N -0.59361 19.89521 18.84993
C -1.42974 20.66102 19.81417
C 0.32333 19.01329 19.55058
C 0.10009 20.88333 17.97319
C -0.60812 21.30631 16.64755
O -1.26211 22.52558 16.81526
H -0.88013 18.51386 17.24292
H -2.27652 19.43895 17.52852
H -1.77580 18.18113 18.75847
H -2.30693 20.04153 20.07416
H -1.77266 21.57670 19.37351
H -0.85073 20.92212 20.64693
H 0.73338 18.21033 18.94600
H -0.22058 18.50733 20.32374
H 1.12097 19.64531 19.94236
H 1.04437 20.36024 17.72640
H 0.30203 21.75706 18.54127
H -1.32068 20.54675 16.29053
H 0.25175 21.42606 15.95954
H -0.93584 23.02126 16.05204
C 2.43325 24.17512 7.73127
N 1.15664 24.56906 7.18522
C 0.49523 23.52510 6.27204
C 0.17561 24.87688 8.28298
C 1.19770 25.76849 6.33970
C 2.40066 26.66993 6.46533
O 2.42380 27.16367 7.76812
H 2.99806 23.75835 6.91322
H 2.17005 23.41902 8.49277
H 2.84796 25.03214 8.28040
H 0.55826 22.59246 6.79982
H 1.12136 23.44280 5.37765
H -0.50702 23.80830 6.12530
H 0.25848 24.09354 9.07065
H -0.80856 25.07258 7.90431
H 0.64656 25.71493 8.76855
H 0.24562 26.27195 6.56574
H 1.13930 25.42530 5.32956
H 2.31185 27.43476 5.71380
H 3.26506 26.18456 6.11687
H 3.05326 27.89131 7.74347
C -5.44578 17.29072 9.76009
N -6.19748 18.47609 9.21035
C -6.52370 18.07274 7.62759
C -7.58870 18.53815 9.75183
C -5.53859 19.74633 9.27307
C -5.16885 20.27171 10.66513
O -4.27583 19.39344 11.36977
H -4.44332 17.37520 9.41124
H -5.97012 16.40643 9.38121
H -5.37052 17.30179 10.84083
H -7.38790 17.40775 7.70577
H -5.65992 17.51134 7.22965
H -6.80026 19.02557 7.22047
H -7.53993 18.80353 10.80313
H -8.07293 17.55081 9.67319
H -8.20363 19.24951 9.21425
H -6.19472 20.51505 8.77242
H -4.60022 19.57943 8.77700
H -6.06935 20.40986 11.31746
H -4.70936 21.24445 10.57158
H -3.48092 19.85075 11.56264
C 12.25838 22.19424 11.97126
N 11.76889 23.34258 12.77923
C 12.83430 23.78197 13.66436
C 11.38465 24.46584 11.85021
C 10.52289 22.95767 13.63141
C 9.26631 22.55610 12.88866
O 8.73362 23.60103 12.07198
H 13.02877 22.54961 11.29137
H 11.48522 21.71740 11.35864
H 12.72790 21.45924 12.59995
H 12.84524 23.08769 14.49012
H 12.69921 24.76863 14.03885
H 13.79055 23.82143 13.15935
H 10.51877 24.98677 12.21319
H 11.08749 24.01956 10.90773
H 12.19732 25.14676 11.85645
H 10.20734 23.81993 14.18753
H 10.71218 22.16924 14.37021
H 8.42616 22.31960 13.57482
H 9.38313 21.64302 12.32059
H 7.76590 23.62010 12.12427
As -1.81818 22.51693 11.77241
F -0.47257 22.06059 10.67218
F -2.07464 20.74176 12.09070
F -3.14325 22.81695 12.77414
F -1.75993 24.17947 11.48634
F -2.88667 22.33443 10.32157
F -0.66810 22.58065 13.04658
C 3.31405 20.82061 15.59390
F 4.46329 21.51260 15.75722
F 2.30451 21.68469 15.92445
F 3.20288 20.52865 14.29318
S 3.12074 19.33108 16.66811
O 3.16683 19.89844 17.98618
O 1.87945 18.75359 16.23711
O 4.24408 18.52810 16.32295
```

Values from the calculation:
* gap between HOMO and LUMO: 9.8 eV
* charge: +5
* highest occupied orbital energy: -0.627 Ha
* multiplicity: 1

This record from the OMol25 dataset describes a cluster of 11 separate species, C36H98N4O11 in total at a distorted geometry. The level of theory is the ωB97M-V functional and the def2-TZVPD basis.

Structure (XYZ):
```
149
C36H98N4O11 (the ωB97M-V functional and the def2-TZVPD basis)
C -20.11157 9.98327 -14.90965
C -19.27026 8.77095 -14.52791
C -17.87962 9.09585 -14.01991
O -17.08084 9.83163 -14.88534
C -15.70905 9.50224 -14.82772
N -19.91353 7.99081 -13.49390
H -19.69767 10.56313 -15.71373
H -20.19740 10.72194 -14.06716
H -21.18724 9.71559 -15.07652
H -19.06691 8.14713 -15.40710
H -17.35928 8.12602 -13.82275
H -17.86580 9.61617 -13.02954
H -15.13153 10.01596 -14.06630
H -15.26621 9.66957 -15.80838
H -15.57681 8.45845 -14.49538
H -20.88488 7.88666 -13.69480
H -19.41394 7.14044 -13.25359
C -13.55606 4.67098 -6.72363
C -15.00824 5.15956 -6.77835
C -15.13383 6.68059 -6.98635
O -14.74278 7.26369 -5.77447
C -15.07401 8.60309 -5.79519
N -15.69721 4.55995 -7.92215
H -13.15272 4.82644 -7.73134
H -13.46041 3.65919 -6.45208
H -12.97144 5.28748 -6.06451
H -15.48640 4.92643 -5.80769
H -16.19649 6.87929 -7.24580
H -14.46902 7.12957 -7.79733
H -14.40696 9.11849 -6.45860
H -14.85398 9.08224 -4.82388
H -16.18740 8.71490 -6.04987
H -16.68438 4.60612 -7.64964
H -15.45443 3.58135 -7.82134
C -16.31959 3.84891 -11.24511
C -17.46292 4.63204 -11.93009
C -17.53863 4.17630 -13.36781
O -18.58333 4.96083 -13.99890
C -18.80729 4.82427 -15.35135
N -18.65172 4.31568 -11.22710
H -16.41949 3.90439 -10.17377
H -15.32073 4.08664 -11.55661
H -16.42859 2.80594 -11.56610
H -17.15648 5.72026 -11.95443
H -17.89454 3.09778 -13.42750
H -16.63052 4.41764 -13.93384
H -19.68504 5.42082 -15.66559
H -19.04872 3.78644 -15.61601
H -18.03678 5.24099 -15.98365
H -19.40793 4.73136 -11.76895
H -18.63457 4.81720 -10.36688
C -21.22708 7.20450 -10.32990
C -20.24958 8.16244 -9.62601
C -18.90528 7.40908 -9.39754
O -19.02867 6.16042 -8.71318
C -19.28637 6.28071 -7.31267
N -19.99913 9.30446 -10.48680
H -20.76467 6.61402 -11.11188
H -21.99712 7.66811 -10.87466
H -21.66106 6.42766 -9.65039
H -20.67654 8.56537 -8.69397
H -18.20506 8.03743 -8.82082
H -18.51392 7.28933 -10.42616
H -19.30065 5.25678 -6.81019
H -20.21064 6.88017 -7.11035
H -18.45769 6.92001 -6.94198
H -20.84316 9.86233 -10.44186
H -19.88139 8.96558 -11.45788
C -23.92765 11.25262 -9.46082
C -22.83105 12.32843 -9.65203
O -21.54199 11.55337 -9.63629
H -23.54070 10.59165 -8.68803
H -23.91951 10.59833 -10.33715
H -24.93382 11.54437 -9.19429
H -22.83366 13.03653 -8.79246
H -22.91285 12.84398 -10.66840
H -21.34040 11.32918 -8.73695
C -21.71477 10.05587 -6.05142
C -20.45281 10.91330 -6.08923
C -19.18130 10.31946 -6.65078
O -20.90341 12.01794 -6.88657
H -22.05290 9.72340 -7.04263
H -22.48826 10.59304 -5.52239
H -21.53812 9.19893 -5.39879
H -20.20257 11.24135 -5.08628
H -18.33767 10.92772 -6.88551
H -19.47635 9.62858 -7.47601
H -18.84941 9.70074 -5.84748
H -20.12447 12.54934 -7.14906
C -20.94807 0.73751 -8.56405
C -20.22673 2.03396 -8.98589
C -19.01486 2.32522 -8.15782
O -19.89262 1.84544 -10.36470
H -21.93025 0.68973 -9.11125
H -21.21328 0.72830 -7.52934
H -20.41259 -0.11005 -8.97485
H -20.86070 2.97139 -8.90051
H -18.24664 1.56665 -8.42194
H -19.17948 2.16549 -7.10152
H -18.48053 3.30849 -8.19980
H -19.43997 2.62066 -10.65504
C -24.55689 3.56248 -11.10593
C -24.97008 4.05692 -9.71421
C -24.27195 5.31365 -9.30071
O -26.36068 4.19080 -9.62928
H -24.63264 4.41173 -11.75357
H -25.29685 2.79251 -11.48724
H -23.52874 3.06114 -11.00235
H -24.69575 3.31233 -8.92717
H -23.22638 5.13309 -9.17435
H -24.66891 5.66893 -8.36595
H -24.52784 6.03380 -10.07102
H -26.80524 3.38003 -9.42016
C -18.22789 12.63666 -11.73182
C -17.94583 12.27498 -10.28890
C -18.72625 13.21789 -9.40149
O -18.06575 10.93216 -9.95912
H -19.27777 12.79265 -11.89523
H -17.88918 11.83446 -12.33194
H -17.70782 13.56675 -11.86986
H -16.85583 12.43525 -10.15509
H -18.43412 13.09981 -8.37618
H -19.80823 13.06693 -9.45281
H -18.63866 14.27654 -9.68737
H -18.85648 10.44523 -10.26627
C -15.15026 9.32850 -11.05114
C -14.73908 9.81670 -9.69381
C -14.27234 11.24542 -9.73488
O -15.75429 9.60418 -8.70999
H -14.34953 9.38664 -11.71066
H -16.02976 9.87873 -11.46657
H -15.37151 8.24784 -10.96612
H -13.93211 9.12488 -9.37537
H -14.96814 11.91408 -10.18039
H -13.33260 11.37064 -10.30328
H -14.14574 11.61425 -8.73059
H -16.49819 10.18769 -8.95537
C -15.66045 8.11577 -1.54912
C -16.03151 6.82293 -2.28245
C -17.20448 6.99290 -3.21888
O -14.86395 6.48228 -3.04059
H -16.40239 8.22487 -0.79001
H -15.66174 8.90854 -2.24911
H -14.70779 7.91472 -1.10493
H -16.26666 6.05221 -1.54355
H -17.30790 6.12153 -3.85116
H -17.03294 7.73732 -3.96776
H -18.14662 7.12421 -2.67685
H -15.04874 6.46617 -3.98151
```

Values from the calculation:
* gap between HOMO and LUMO: 9.7 eV
* charge: 0
* energy above the lowest of the compared OMol25 structures with the same formula, charge and spin: 0.0 kJ/mol
* highest occupied orbital energy: -0.340 Ha
* SMILES: COC[C@H](C)N.COC[C@H](C)N.COC[C@H](C)N.COC[C@H](C)N.CC(C)O.CC(C)O.CC(C)O.CC(C)O.CC(C)O.CC(C)O.CCO
* multiplicity: 1